One molecule with the formula C4H8FN. Source: the Open Molecules 2025 dataset; level of theory: ωB97M-V/def2-TZVPD.

As for the HOMO-LUMO gap: 10.30 eV. As for the LUMO energy: 1.021 eV. Its energy above the lowest of the compared OMol25 structures with the same formula, charge and spin is 42.52 kcal/mol. The energy is -311.751621 hartree. The largest force on an atom is 5.601 eV Å⁻¹.

```
14
Properties=species:S:1:pos:R:3:forces:R:3
C 1.0566 1.8578 0.0087 0.47 -3.00 0.08
N -0.1330 1.0724 -0.3971 0.04 -1.91 0.80
C -0.2428 -0.1741 -0.1464 -1.46 0.65 -1.07
C -1.5714 -0.9293 -0.3308 -0.01 5.53 -0.86
C 0.7982 -1.1806 0.2542 -0.51 -0.57 -0.02
F 1.9535 -0.8285 -0.3808 1.02 -0.60 -1.19
H 1.9019 1.7018 -0.6955 -0.36 -0.06 0.67
H 1.3342 1.6376 1.0937 -0.19 0.63 -1.47
H 0.6253 2.7584 -0.2078 -0.01 3.11 0.42
H -1.7464 -1.1520 0.6366 -1.21 -1.26 3.41
H -2.4368 -0.2933 -0.6875 1.24 -0.86 0.04
H -1.3362 -1.7670 -0.8228 0.05 -3.14 -2.29
H 0.3555 -2.2358 0.0019 1.56 1.73 0.28
H 1.1261 -1.1355 1.2702 -0.62 -0.24 1.20
```
Forces are in eV/Å.